[1]
{
  "formula": "C8H6N2",
  "method": "the ωB97M-V functional and the def2-TZVPD basis",
  "symbols": ["C", "C", "C", "C", "C", "C", "C", "C", "N", "N", "H", "H", "H", "H", "H", "H"],
  "coordinates": [[-0.465, -1.075, -0.155], [-3.051, -0.989, 0.114], [-2.497, 1.797, -0.023], [1.936, -0.053, -0.080], [-1.747, -0.600, 0.052], [0.510, -0.038, 0.133], [-4.208, -1.391, -0.077], [-1.569, 0.873, -0.084], [2.512, -1.193, -0.159], [-0.215, 1.099, 0.029], [-0.238, -2.139, -0.321], [-4.964, -2.047, 0.133], [-1.876, 2.729, -0.175], [2.325, 0.903, 0.176], [3.487, -1.211, -0.287], [-0.103, 2.030, 0.128]],
  "forces_ev_per_a": [[0.6, -2.0, 1.8], [-4.6, -3.0, -1.4], [-1.7, 3.3, -0.4], [0.4, -2.1, 1.9], [2.5, 4.2, -1.7], [-3.2, 0.0, -3.0], [4.8, 1.6, 1.1], [1.2, -4.4, 1.8], [-2.1, 0.8, -0.5], [-0.3, -3.4, -0.2], [0.2, 0.7, 0.3], [-2.0, -0.9, 0.0], [-0.8, 0.2, 0.2], [1.3, 1.0, -0.6], [1.6, 0.5, 0.0], [2.0, 3.6, 0.5]],
  "mulliken_charge": [-0.761, -0.613, -0.695, -0.318, 1.021, 0.477, -0.451, 0.217, -0.497, -0.059, 0.397, 0.393, 0.166, 0.359, 0.232, 0.133],
  "lumo_energy_ev": [-1.338, -1.338],
  "e_tot_ev": -11365.8045,
  "e_homo_ev": [-8.22, -8.22],
  "e_above_lowest_ev": 6.9975,
  "gap_ev": [6.89, 6.89]
}


[2]
{
  "formula": "C2H9N2O2",
  "method": "the ωB97M-V functional and the def2-TZVPD basis",
  "symbols": ["C", "C", "N", "N", "O", "O", "H", "H", "H", "H", "H", "H", "H", "H", "H"],
  "coordinates": [[-1.857, -0.148, 0.807], [1.533, 0.052, -1.619], [2.489, -0.147, -0.836], [-0.639, 0.665, 1.151], [-1.368, -1.238, 0.141], [0.431, 0.277, -1.126], [-2.492, 0.434, 0.068], [-2.457, -0.417, 1.753], [1.817, 0.199, -2.738], [2.445, -0.216, 0.196], [3.502, -0.318, -1.029], [-0.441, 0.437, 2.193], [-0.959, 1.635, 1.191], [-1.982, -1.564, -0.480], [-0.023, 0.349, 0.328]],
  "forces_ev_per_a": [[-2.4, 0.3, -0.3], [-2.1, 1.9, -3.1], [7.3, -1.9, 4.3], [-2.0, -0.7, 3.2], [1.3, -0.5, 1.5], [-1.4, 0.1, -0.9], [0.6, -0.2, 1.3], [0.9, 0.6, -1.3], [-0.8, -0.6, 1.7], [-1.0, 0.2, -1.1], [-1.5, 0.3, -0.9], [0.5, 0.2, -2.5], [0.7, 0.1, -0.5], [-1.1, -0.6, -1.2], [1.0, 0.8, -0.2]],
  "mulliken_charge": [-0.274, 0.182, -0.260, -0.266, -0.467, -0.658, 0.330, 0.316, 0.304, 0.214, 0.236, 0.393, 0.338, 0.322, 0.289],
  "lumo_energy_ev": -3.136,
  "e_tot_ev": -9287.9090,
  "total_charge": 1,
  "e_homo_ev": -14.62,
  "e_above_lowest_ev": 2.0616,
  "gap_ev": 11.48
}


[3]
{
  "formula": "C42H106O33S8",
  "method": "the ωB97M-V functional and the def2-TZVPD basis",
  "symbols": ["C", "C", "O", "S", "C", "O", "O", "H", "H", "H", "H", "H", "H", "H", "H", "C", "C", "O", "S", "C", "O", "O", "H", "H", "H", "H", "H", "H", "H", "H", "C", "C", "O", "S", "C", "O", "O", "H", "H", "H", "H", "H", "H", "H", "H", "C", "C", "O", "S", "C", "O", "O", "H", "H", "H", "H", "H", "H", "H", "H", "C", "C", "O", "S", "C", "O", "O", "H", "H", "H", "H", "H", "H", "H", "H", "C", "C", "O", "S", "C", "O", "O", "H", "H", "H", "H", "H", "H", "H", "H", "C", "C", "O", "S", "C", "O", "O", "H", "H", "H", "H", "H", "H", "H", "H", "C", "C", "O", "S", "C", "O", "O", "H", "H", "H", "H", "H", "H", "H", "H", "C", "O", "C", "C", "O", "C", "C", "O", "C", "H", "H", "H", "H", "H", "H", "H", "H", "H", "H", "H", "H", "H", "H", "C", "O", "C", "C", "O", "C", "C", "O", "C", "H", "H", "H", "H", "H", "H", "H", "H", "H", "H", "H", "H", "H", "H", "C", "O", "C", "C", "O", "C", "C", "O", "C", "H", "H", "H", "H", "H", "H", "H", "H", "H", "H", "H", "H", "H", "H"],
  "coordinates": [[8.851, 7.086, -2.508], [7.842, 5.986, -2.760], [6.689, 6.267, -1.929], [5.556, 5.158, -1.867], [4.975, 5.122, -3.548], [6.177, 3.929, -1.511], [4.524, 5.731, -1.077], [9.153, 7.104, -1.461], [8.529, 8.078, -2.815], [9.738, 6.810, -3.085], [7.538, 6.044, -3.805], [8.263, 5.034, -2.445], [5.621, 4.496, -4.152], [4.921, 6.162, -3.859], [3.969, 4.719, -3.454], [-5.127, 1.815, -0.041], [-4.504, 0.768, -0.966], [-4.322, 1.394, -2.250], [-4.903, 0.782, -3.577], [-6.602, 1.241, -3.396], [-4.378, 1.569, -4.636], [-4.776, -0.636, -3.531], [-5.386, 1.352, 0.913], [-6.022, 2.201, -0.527], [-4.416, 2.609, 0.181], [-3.528, 0.518, -0.547], [-5.116, -0.130, -0.996], [-7.088, 0.637, -2.636], [-7.066, 1.068, -4.368], [-6.625, 2.317, -3.241], [5.263, -0.716, 6.503], [3.985, -0.646, 5.703], [4.179, 0.185, 4.530], [4.453, -0.538, 3.145], [2.882, -1.237, 2.838], [4.783, 0.450, 2.184], [5.333, -1.626, 3.450], [5.999, -1.331, 5.992], [5.084, -1.095, 7.511], [5.695, 0.280, 6.627], [3.725, -1.656, 5.384], [3.124, -0.221, 6.212], [2.530, -1.845, 3.663], [2.998, -1.805, 1.914], [2.120, -0.485, 2.640], [3.647, 2.498, -5.216], [4.458, 1.717, -6.217], [3.956, 2.083, -7.528], [4.275, 1.131, -8.761], [5.680, 1.966, -9.440], [4.673, -0.144, -8.263], [3.178, 1.266, -9.649], [2.619, 2.125, -5.201], [3.536, 3.531, -5.545], [4.029, 2.365, -4.206], [5.520, 1.973, -6.154], [4.343, 0.640, -6.123], [6.571, 1.751, -8.860], [5.417, 3.021, -9.409], [5.754, 1.660, -10.481], [-4.207, -4.638, 0.237], [-3.681, -3.992, -1.026], [-2.258, -4.081, -1.103], [-1.571, -3.955, -2.527], [-1.804, -2.226, -2.703], [-0.207, -4.295, -2.320], [-2.337, -4.656, -3.493], [-5.253, -4.337, 0.305], [-3.593, -4.483, 1.119], [-4.270, -5.715, 0.050], [-4.238, -4.392, -1.874], [-3.901, -2.915, -1.022], [-1.321, -1.826, -3.596], [-1.522, -1.693, -1.800], [-2.851, -2.070, -2.974], [5.004, -2.571, -4.595], [5.629, -2.965, -3.276], [4.697, -2.629, -2.240], [5.036, -3.091, -0.764], [6.250, -1.856, -0.335], [3.876, -2.862, 0.029], [5.622, -4.387, -0.786], [5.556, -2.999, -5.430], [4.953, -1.486, -4.688], [3.986, -2.961, -4.630], [5.820, -4.040, -3.281], [6.602, -2.486, -3.139], [5.693, -0.928, -0.427], [7.059, -1.984, -1.047], [6.568, -2.076, 0.681], [0.751, 3.866, -3.495], [0.130, 4.415, -2.232], [-0.911, 5.362, -2.556], [-2.390, 4.982, -2.139], [-2.841, 3.753, -3.320], [-2.357, 4.342, -0.863], [-3.164, 6.156, -2.331], [1.295, 2.952, -3.229], [1.470, 4.556, -3.933], [0.021, 3.531, -4.233], [-0.195, 3.666, -1.511], [0.899, 4.967, -1.684], [-3.895, 3.586, -3.139], [-2.282, 2.866, -3.021], [-2.573, 3.972, -4.348], [-1.755, -6.151, 4.122], [-1.345, -4.756, 3.693], [-0.791, -4.750, 2.365], [0.766, -5.064, 2.200], [0.864, -4.612, 0.511], [1.497, -4.130, 2.997], [0.977, -6.459, 2.377], [-2.275, -6.073, 5.078], [-0.855, -6.740, 4.288], [-2.369, -6.623, 3.358], [-2.194, -4.074, 3.673], [-0.585, -4.387, 4.387], [0.499, -3.588, 0.444], [0.210, -5.267, -0.055], [1.891, -4.669, 0.162], [-2.724, -1.506, 1.501], [-1.881, -1.054, 0.489], [-0.797, -0.253, 0.960], [0.059, 0.253, -0.170], [0.743, -0.863, -0.703], [1.401, -0.644, -1.953], [2.626, 0.218, -1.838], [2.343, 1.553, -1.518], [3.470, 2.324, -1.215], [-3.438, -0.715, 1.788], [-2.269, -1.963, 2.383], [-3.377, -2.260, 1.051], [-0.177, -0.927, 1.568], [-1.183, 0.562, 1.582], [0.735, 1.024, 0.195], [-0.651, 0.693, -0.892], [0.715, -0.280, -2.729], [1.691, -1.666, -2.202], [3.153, 0.196, -2.813], [3.354, -0.281, -1.190], [4.290, 2.215, -1.935], [3.844, 2.191, -0.195], [3.205, 3.384, -1.285], [1.014, -1.935, 7.859], [0.898, -1.832, 6.455], [-0.354, -1.347, 6.027], [-0.289, -1.117, 4.543], [0.461, -0.008, 4.128], [0.149, 1.250, 4.644], [0.969, 2.302, 3.957], [0.668, 2.272, 2.590], [1.528, 3.139, 1.881], [1.829, -2.640, 8.028], [0.108, -2.296, 8.350], [1.330, -0.983, 8.302], [-0.604, -0.402, 6.524], [-1.135, -2.093, 6.226], [-1.313, -1.032, 4.145], [0.131, -2.013, 4.077], [0.368, 1.302, 5.723], [-0.925, 1.490, 4.567], [2.033, 2.045, 4.101], [0.850, 3.276, 4.448], [1.517, 4.149, 2.310], [1.282, 3.279, 0.829], [2.547, 2.737, 1.954], [-6.931, -1.983, -0.088], [-7.624, -0.952, 0.557], [-7.256, -0.844, 1.913], [-8.054, 0.277, 2.568], [-9.426, 0.237, 2.285], [-10.180, -0.858, 2.778], [-10.334, -0.875, 4.283], [-9.140, -1.253, 4.920], [-9.285, -1.299, 6.316], [-7.189, -2.945, 0.384], [-5.843, -1.922, 0.085], [-7.112, -2.006, -1.159], [-6.187, -0.623, 2.036], [-7.494, -1.799, 2.404], [-7.658, 1.237, 2.236], [-7.849, 0.210, 3.642], [-9.747, -1.804, 2.435], [-11.167, -0.703, 2.345], [-11.126, -1.603, 4.526], [-10.699, 0.112, 4.598], [-9.674, -0.350, 6.709], [-8.334, -1.492, 6.805], [-10.006, -2.071, 6.615]],
  "forces_ev_per_a": [[0.5, -0.5, 0.0], [0.1, 0.9, 0.5], [-0.2, 0.0, -0.2], [0.4, 0.9, -0.3], [-0.1, 0.0, 0.8], [0.0, -0.7, 0.0], [-0.3, 0.0, 0.3], [-0.1, 0.1, 0.0], [-0.2, 0.0, 0.0], [0.0, 0.2, 0.0], [0.0, -0.5, 0.0], [-0.1, -0.2, -0.4], [0.0, 0.1, -0.1], [0.0, 0.0, -0.2], [0.0, -0.1, -0.2], [0.1, -0.4, -0.3], [0.0, 0.6, 1.4], [0.6, -0.1, -0.1], [-1.1, 0.3, 0.8], [0.0, -0.1, -0.8], [0.5, 0.0, -0.3], [0.1, -0.4, -0.2], [-0.2, -0.1, -0.1], [-0.1, 0.2, 0.3], [-0.1, 0.1, -0.2], [0.1, -0.3, -0.5], [0.0, 0.0, -0.5], [0.0, 0.2, 0.2], [0.0, -0.2, 0.1], [-0.1, 0.0, 0.4], [0.1, 0.6, 0.3], [0.2, -0.5, -0.3], [0.0, 0.9, -0.2], [-1.0, -1.4, 1.6], [-0.5, 0.2, -1.2], [0.2, 0.6, -0.4], [0.6, -0.1, -0.6], [0.0, -0.1, 0.0], [-0.1, -0.2, -0.1], [-0.1, 0.0, -0.1], [-0.2, 0.1, 0.0], [0.1, 0.1, 0.1], [0.3, -0.2, 0.0], [0.0, -0.3, 0.2], [0.3, 0.3, 0.1], [-0.9, -0.5, -0.3], [0.1, 0.0, -0.1], [-0.1, -0.1, 0.1], [0.4, 0.3, 0.3], [-0.6, 0.2, -0.2], [0.1, -0.4, 0.1], [-0.3, 0.1, -0.3], [0.1, -0.2, 0.0], [0.4, 0.2, 0.3], [0.2, 0.3, 0.0], [0.0, 0.0, -0.1], [0.1, 0.0, 0.2], [0.0, -0.1, 0.0], [0.2, 0.0, 0.0], [0.2, -0.1, 0.1], [-0.1, -1.0, -1.0], [-0.7, 1.3, 0.4], [0.0, -1.2, 0.1], [0.0, 0.8, 0.5], [-0.4, 0.6, -1.2], [0.4, 0.1, 0.1], [-0.4, -0.3, -0.5], [0.1, 0.3, 0.6], [-0.2, 0.3, 0.1], [0.2, 0.0, 0.2], [0.6, -0.3, -0.3], [-0.1, -0.1, 0.1], [0.5, -0.3, 0.2], [0.1, -0.1, 0.1], [-0.1, -0.1, 0.5], [-0.3, 0.2, 0.3], [0.3, -0.7, -0.9], [-0.3, 0.1, 0.0], [0.8, 0.5, 0.7], [-0.7, -0.9, -0.2], [-0.5, 0.2, -0.2], [0.3, -0.4, -0.2], [0.1, 0.1, 0.0], [0.0, 0.0, -0.1], [0.0, 0.0, -0.1], [-0.2, 0.0, 0.3], [-0.2, 0.2, 0.2], [0.4, 0.3, 0.1], [0.2, 0.3, 0.1], [0.0, 0.2, 0.1], [0.2, -0.9, 0.2], [0.9, 0.3, 0.1], [0.0, 0.0, 0.2], [0.1, 0.0, -0.5], [0.6, -0.2, 0.5], [-0.1, -0.2, 0.5], [-0.1, 0.3, -0.1], [0.1, 0.2, 0.1], [-0.2, 0.2, -0.2], [-0.1, 0.3, 0.0], [-0.4, -0.2, -0.3], [-0.2, 0.2, -0.1], [0.0, 0.0, -0.3], [-0.2, -0.1, 0.0], [-0.3, 0.5, 0.0], [0.3, 0.2, 0.1], [0.4, -0.3, 0.3], [-0.3, 0.2, -0.1], [-0.2, 0.5, -0.8], [-0.3, 0.1, 0.0], [0.2, 0.2, 0.5], [0.2, -0.6, 0.2], [-0.2, -0.1, -0.1], [-0.1, -0.2, -0.1], [-0.1, -0.1, 0.1], [0.0, 0.1, -0.1], [-0.1, 0.3, 0.0], [0.1, 0.0, -0.1], [0.1, -0.1, 0.0], [0.1, -0.1, 0.2], [-1.4, 0.0, -0.5], [0.5, 0.2, -0.5], [0.2, -0.7, 0.7], [-1.0, -0.2, 0.1], [-0.1, 0.4, -0.4], [-0.3, -0.5, 0.8], [1.1, -0.6, -1.0], [-0.5, 0.0, 0.2], [0.4, 0.9, 0.0], [0.4, 0.1, 0.4], [0.4, 0.2, -0.1], [0.2, -0.1, 0.0], [0.1, 0.3, 0.3], [0.2, 0.1, -0.1], [0.0, 0.0, 0.0], [0.4, 0.1, -0.3], [-0.1, 0.2, 0.2], [0.3, 0.2, -0.4], [-0.2, 0.0, -0.1], [-0.2, 0.3, 0.6], [0.0, -0.5, 0.1], [0.1, -0.4, -0.1], [-0.3, -0.1, 0.1], [0.7, 0.0, -0.1], [-0.2, 0.0, 0.1], [0.2, 0.1, -0.1], [-0.7, -0.1, -0.3], [0.7, -0.2, -0.3], [-0.7, 0.3, 1.0], [0.9, -0.8, 0.2], [-0.5, 0.6, -0.5], [0.7, 0.3, 0.3], [-0.1, -0.1, 0.2], [-0.1, 0.0, -0.1], [-0.3, 0.1, 0.0], [-0.1, -0.2, 0.2], [-0.1, 0.1, 0.1], [-0.1, 0.1, 0.2], [0.3, 0.2, -0.1], [0.1, 0.0, -0.1], [0.0, -0.2, -0.3], [-0.1, 0.0, -0.1], [-0.4, 0.1, -0.3], [0.0, -0.1, 0.1], [-0.4, -0.6, 0.0], [0.1, 0.2, -0.1], [0.6, -0.7, 0.9], [0.2, 0.5, -0.5], [-0.7, -0.1, 0.1], [0.7, -0.4, 0.2], [-0.3, 0.4, 0.0], [0.6, 0.3, 0.1], [-0.6, -0.2, -0.3], [0.3, 0.1, 0.0], [-0.6, 0.2, 0.5], [-0.2, 0.0, -0.4], [0.0, 0.3, -0.2], [-0.3, 0.2, 0.0], [0.0, -0.1, 0.0], [0.3, 0.0, 0.1], [-0.3, 0.1, -0.2], [-0.1, 0.0, 0.0], [-0.2, 0.0, 0.0], [0.0, -0.3, -0.1], [0.0, 0.0, 0.0], [0.2, 0.0, 0.2], [0.1, 0.0, -0.1], [0.1, -0.1, -0.3], [0.1, -0.1, -0.1]],
  "mulliken_charge": [-1.385, -0.071, -0.263, 1.288, -0.363, -0.628, -0.653, 0.340, 0.340, 0.403, 0.292, 0.295, 0.383, 0.529, -0.419, -1.273, 1.301, -0.274, 1.139, -0.927, -0.637, -0.587, 0.207, 0.382, 0.346, -0.716, 0.088, 0.214, 0.439, 0.295, -1.508, 0.054, -0.344, 1.222, 1.187, -0.570, -0.716, 0.285, 0.407, 0.340, 0.291, 0.303, -0.038, -0.296, -0.539, -0.469, -0.577, -0.322, 1.169, -0.960, -0.617, -0.606, 0.381, 0.505, -0.105, 0.280, 0.308, 0.317, 0.323, 0.381, -1.182, 0.237, -0.162, 1.133, -0.786, -0.534, -0.713, 0.273, 0.145, 0.481, 0.523, -0.226, 0.581, 0.054, 0.196, -1.018, -0.300, -0.054, 0.974, -0.894, -0.356, -0.724, 0.464, 0.068, 0.303, 0.320, 0.276, 0.099, 0.433, 0.357, -0.366, -0.143, -0.459, 1.147, -0.654, -0.584, -0.661, -0.298, 0.333, 0.381, 0.092, 0.313, 0.340, 0.045, 0.525, -1.434, -0.252, 0.002, 1.077, -0.525, -0.574, -0.693, 0.415, 0.338, 0.321, 0.290, 0.303, -0.325, 0.428, 0.459, 0.881, 1.028, -0.357, 0.492, 0.788, -1.392, -0.145, 0.755, -1.180, 0.415, -0.921, -0.566, -0.850, 0.453, -0.699, -0.244, 0.314, 0.307, 0.207, -0.022, 0.534, 0.231, -0.111, -0.987, -0.095, -1.100, 0.226, 0.727, -0.854, -0.720, -0.053, -0.567, 0.291, 0.354, 0.315, 0.480, 0.554, 0.069, -0.363, 0.241, 0.370, 0.233, 0.458, 0.470, -0.203, 0.225, -0.661, -0.362, 0.035, -0.723, -0.452, -0.502, -0.590, -0.198, -0.779, 0.518, -0.052, 0.366, 0.012, 0.466, 0.383, 0.285, 0.252, 0.345, 0.479, 0.359, 0.320, 0.234, 0.298],
  "lumo_energy_ev": 0.001,
  "e_tot_ev": -199514.5654,
  "e_homo_ev": -9.68,
  "e_above_lowest_ev": 0.0000,
  "smiles": "CCOS(C)(=O)=O.CCOS(C)(=O)=O.CCOS(C)(=O)=O.CCOS(C)(=O)=O.CCOS(C)(=O)=O.CCOS(C)(=O)=O.CCOS(C)(=O)=O.CCOS(C)(=O)=O.COCCOCCOC.COCCOCCOC.COCCOCCOC",
  "gap_ev": 9.68
}